(1)
# C49H28Cl4LuN5OS

A structure of composition C49H28Cl4LuN5OS at a distorted geometry (ωB97M-V/def2-TZVPD, OMol25).

Atoms and positions in Å:
1 Lu 0.319 1.620 2.248
2 Cl -6.492 -4.228 5.794
3 Cl 4.583 0.340 -6.158
4 Cl 6.338 -5.609 3.552
5 Cl -6.466 6.726 -2.188
6 S 1.463 -5.239 -4.844
7 O 0.592 2.294 3.872
8 N -1.940 1.175 1.678
9 N 1.014 -2.527 -5.633
10 N 0.214 -0.699 2.380
11 N 2.322 1.077 1.242
12 N 0.288 2.640 0.036
13 C -4.936 -2.128 5.462
14 C 0.718 3.078 -2.139
15 C 4.892 1.938 -3.888
16 C 3.109 -0.015 1.779
17 C -2.903 5.387 -0.574
18 C 3.196 1.924 -2.135
19 C -0.781 -1.036 3.199
20 C -4.272 3.564 -1.135
21 C 3.677 -2.079 3.048
22 C -0.860 2.947 -0.573
23 C 3.173 -3.332 2.670
24 C -2.197 2.868 0.024
25 C 2.594 2.303 -0.942
26 C -2.655 1.973 0.888
27 C 4.143 0.946 -4.600
28 C 2.909 0.464 -4.121
29 C -0.825 -3.363 -7.578
30 C 3.131 1.750 0.233
31 C 1.277 2.653 -0.889
32 C -5.356 4.290 -1.585
33 C 2.518 0.945 -2.893
34 C 1.344 -1.310 2.864
35 C -2.240 -0.688 3.202
36 C 4.354 2.466 -2.693
37 C -5.505 -3.201 4.760
38 C 5.159 -4.271 3.380
39 C 4.431 1.046 0.162
40 C -0.744 -2.013 -7.312
41 C -3.122 3.982 -0.504
42 C 0.918 -2.214 3.881
43 C -3.323 -1.565 3.736
44 C -0.070 -4.301 -6.878
45 C 4.412 0.206 1.230
46 C -5.206 5.604 -1.340
47 C -3.977 1.869 1.340
48 C -2.777 0.279 2.407
49 C 4.966 -1.834 3.502
50 C 5.706 -3.062 3.658
51 C -3.802 -2.811 3.144
52 C 3.859 -4.506 3.026
53 C -3.908 6.213 -0.996
54 C -0.562 3.298 -1.924
55 C 0.238 -1.625 -6.374
56 C 0.767 -3.850 -5.878
57 C 2.767 -0.976 2.628
58 C -0.312 -2.015 4.209
59 C -3.888 -1.341 4.999
60 C -4.135 0.841 2.216
61 C -4.849 -3.636 3.598
62 H -4.719 2.649 1.327
63 H 2.287 -3.355 2.050
64 H 1.750 -2.793 4.182
65 H 5.721 2.222 -4.507
66 H -2.015 5.840 -0.081
67 H -3.471 -3.038 2.123
68 H 2.362 -0.303 -4.704
69 H 4.962 -0.721 1.194
70 H -0.219 -5.323 -7.142
71 H 6.730 -2.971 3.860
72 H -1.434 -1.363 -7.965
73 H -5.205 -4.407 2.983
74 H -4.944 0.195 2.561
75 H -3.602 -0.456 5.573
76 H 5.281 -0.817 3.607
77 H 1.499 0.514 -2.581
78 H 3.581 -5.596 2.922
79 H 5.015 3.161 -2.114
80 H 0.403 -0.512 -6.260
81 H 1.165 3.243 -3.079
82 H -6.359 4.007 -1.532
83 H -5.510 -1.846 6.350
84 H 5.083 0.917 -0.746
85 H -1.432 -3.755 -8.327
86 H -3.739 7.234 -1.133
87 H -1.221 4.002 -2.627
88 H -0.849 -2.485 5.001
89 H -4.409 2.527 -1.205

Results
Kohn-Sham gap = 3.99 eV
net charge = -2
HOMO = -0.0631 Ha
LUMO = 0.084 Ha

(2)
# C49H30CrF12N4PS

A structure of composition C49H30CrF12N4PS (ωB97M-V/def2-TZVPD, OMol25).

Atoms and positions in Å:
1 Cr -0.493 -0.208 0.001
2 S -1.002 -7.722 -0.051
3 P -0.454 0.059 -2.440
4 F -1.399 5.657 -5.906
5 F -6.557 -2.107 -4.256
6 F 5.777 -1.905 -3.884
7 F 4.764 -2.857 -5.537
8 F -5.716 -1.646 -6.190
9 F -7.736 5.845 -0.665
10 F -6.631 6.995 0.790
11 F 4.825 -3.823 -3.607
12 F 0.747 5.528 -6.080
13 F -6.155 7.160 -1.308
14 F -5.338 -3.565 -5.278
15 F -0.140 6.527 -4.384
16 N -1.841 -1.735 0.247
17 N -2.127 -6.590 0.163
18 N 0.296 -6.781 -0.216
19 N 0.789 -1.937 -0.174
20 C -0.432 2.904 -2.434
21 C -0.236 2.991 -5.207
22 C -3.136 -1.584 0.531
23 C 4.713 -2.635 -4.224
24 C -5.315 4.367 -1.347
25 C 4.427 -0.253 1.318
26 C -4.310 -1.017 -3.168
27 C 2.264 -2.718 -3.731
28 C -3.710 3.087 -0.094
29 C -5.527 5.168 -0.230
30 C 2.100 -2.003 -0.384
31 C 2.798 -3.205 -0.466
32 C -0.268 5.488 -5.211
33 C -0.291 4.170 -4.468
34 C 2.104 -4.387 -0.374
35 C 2.172 -0.247 2.443
36 C -3.505 -3.942 0.522
37 C 0.882 0.250 2.598
38 C -0.124 -5.524 -0.109
39 C 2.192 0.011 -3.223
40 C -5.479 -2.258 -5.027
41 C -2.742 2.026 -0.048
42 C -1.858 -1.378 -4.427
43 C -1.913 -0.726 -3.192
44 C -3.996 -2.668 0.679
45 C -6.520 6.304 -0.345
46 C -4.409 3.328 -1.281
47 C 3.420 -1.956 -3.831
48 C -3.151 -0.526 -2.585
49 C 0.718 -4.341 -0.199
50 C -4.235 -1.704 -4.368
51 C -1.340 -2.989 0.133
52 C 0.412 1.256 1.751
53 C 3.388 -0.592 -3.582
54 C 1.030 -0.749 -3.095
55 C -3.014 -1.872 -5.005
56 C -1.508 -5.415 0.105
57 C -0.387 4.130 -3.090
58 C 1.218 1.691 0.689
59 C -0.376 1.724 -3.162
60 C -3.931 3.892 1.021
61 C -4.844 4.933 0.951
62 C 1.077 -2.121 -3.347
63 C 2.500 1.171 0.541
64 C 0.099 -3.100 -0.091
65 C 3.010 0.231 1.440
66 C -0.274 1.775 -4.558
67 C -2.144 -4.114 0.251
68 C -1.899 1.148 -0.006
69 H 2.539 -0.999 3.130
70 H 4.290 -0.004 -3.676
71 H -3.390 3.705 1.938
72 H 0.197 -2.737 -3.220
73 H -3.220 0.047 -1.673
74 H 2.617 -1.065 -0.518
75 H -5.022 5.561 1.812
76 H -0.225 0.866 -5.144
77 H -5.034 -2.488 0.915
78 H -0.161 3.031 -6.285
79 H -0.923 -1.493 -4.956
80 H 0.263 -0.099 3.415
81 H 3.866 -3.188 -0.627
82 H 0.874 2.484 0.037
83 H -4.228 2.706 -2.147
84 H 3.131 1.535 -0.262
85 H 2.167 1.081 -3.054
86 H -2.967 -2.380 -5.959
87 H -3.486 -0.566 0.629
88 H -0.526 1.750 1.965
89 H 2.300 -3.781 -3.928
90 H 5.100 0.427 1.844
91 H -4.140 -4.813 0.617
92 H -0.432 5.050 -2.524
93 H -0.544 2.884 -1.361
94 H 4.752 -0.285 0.277
95 H 4.554 -1.240 1.758
96 H -5.858 4.562 -2.262
97 H -5.269 -0.858 -2.697
98 H 2.599 -5.347 -0.446

Results
Kohn-Sham gap (alpha / beta) = 5.98 / 6.92 eV
net charge = +2
multiplicity = 4
HOMO (alpha / beta) = -0.5007 / -0.5071 Ha
energy relative to the best compared isomer or geometry (same formula, charge and spin) = 0.00 kJ/mol
LUMO (alpha / beta) = -0.281 / -0.253 Ha

For the records above, the corresponding E_tot values read -155306.1866; -138405.1390 eV.